14
Properties=species:S:1:pos:R:3:forces:R:3:mulliken_charge:R:1 method="wB97M-V/def2-TZVPD" spin_multiplicity=3 relative_energy_kj_mol=380.9 e_homo_ev="-3.33 / -5.75" largest_force_ev_per_a=2.9 charge=-1 s_squared=2.024
C 0.41706 0.06706 -0.22666 -0.1 -0.1 0.8 0.521
C -0.81924 0.05475 0.31734 -1.4 0.8 1.9 0.186
C 1.50088 1.19246 0.10760 -0.1 -2.0 0.6 0.417
C 0.87390 -1.18977 -0.91645 1.0 0.8 -1.8 -1.093
N -1.91826 -0.74019 0.70624 1.7 0.5 -2.0 0.790
O 1.39502 2.27702 -0.44886 -0.4 0.7 -0.2 -0.673
O 2.32385 0.71484 0.90470 0.1 0.3 -0.2 -0.677
O -2.99719 -0.19925 0.83872 -1.6 1.1 0.4 -0.612
O -1.82585 -1.98852 0.67796 1.2 -0.6 0.6 -0.681
O -1.35530 1.82047 0.96125 0.3 -1.8 -0.6 -0.443
H 1.98939 -1.38724 -0.52192 -2.8 -0.1 -0.7 0.282
H 1.01019 -0.87846 -2.03462 -0.1 -0.8 1.6 0.244
H 0.01320 -1.93068 -0.83722 1.8 0.3 0.0 0.321
H -0.60765 2.18750 0.47194 0.6 0.7 -0.3 0.416

9
Properties=species:S:1:pos:R:3:forces:R:3:mulliken_charge:R:1 method="wB97M-V/def2-TZVPD" relative_energy_kj_mol=820.9 e_homo_ev=-9.07 largest_force_ev_per_a=5.7 charge=0
C -0.09317 -0.90696 0.11841 1.2 1.9 -0.3 -0.570
C -0.98729 0.05551 -0.49313 -2.4 1.4 -0.4 -0.293
C 0.36205 -0.05894 -1.07031 0.7 0.9 -1.5 -0.296
C 0.21837 0.50579 0.22504 1.7 4.0 2.3 0.058
O 1.09362 2.04262 1.22107 -4.5 -3.4 -0.9 -0.509
H 0.41669 -1.72285 0.37983 0.8 -3.4 1.1 0.492
H -2.06219 0.22622 -0.71457 1.4 -0.1 0.3 0.415
H 0.95604 0.17207 -1.96689 -0.6 -0.9 0.7 0.426
H 1.95789 2.11921 0.87919 1.7 -0.5 -1.3 0.277

9
Properties=species:S:1:pos:R:3:forces:R:3:mulliken_charge:R:1 method="wB97M-V/def2-TZVPD" relative_energy_kj_mol=765.1 e_homo_ev=-9.25 largest_force_ev_per_a=4.4 charge=0
C -0.12795 -0.00800 0.70382 -2.8 2.0 0.0 0.050
C -1.37852 -0.20705 1.11827 4.3 0.9 1.0 -0.268
C 0.53568 0.11755 -0.76674 -0.6 -3.2 1.7 0.619
C 1.28546 0.40537 0.40624 1.9 0.3 -0.4 -0.598
O 0.24335 -0.14521 -1.86253 0.0 0.6 -0.9 -0.347
H -2.05556 -0.56422 -0.11520 0.5 0.3 0.4 -0.360
H 2.07600 -0.06957 0.97362 0.0 -1.7 -0.5 0.284
H -2.52791 -0.77846 -0.59516 -1.6 -0.8 -2.3 0.341
H 1.94944 1.24959 0.13767 -1.7 1.7 1.1 0.279

9
Properties=species:S:1:pos:R:3:forces:R:3:mulliken_charge:R:1 method="wB97M-V/def2-TZVPD" relative_energy_kj_mol=796.3 e_homo_ev="-9.09 / -9.09" largest_force_ev_per_a=5.4 charge=0
C -1.20163 -0.02340 -0.04176 3.3 0.3 0.7 -0.593
C -0.08532 0.97673 -0.48641 0.5 1.5 -1.1 -0.183
C -0.09134 -0.44638 -0.89357 -0.1 -0.8 -1.7 -0.448
C 0.15439 -0.00155 0.48964 2.7 -2.2 4.1 0.065
O 1.44973 -0.51391 1.99167 -2.8 0.4 -4.6 -0.499
H -2.13151 0.29322 0.13171 -3.4 0.6 0.5 0.483
H 0.09285 2.02144 -0.78380 -0.5 -1.1 0.2 0.442
H -0.01474 -1.14737 -1.74290 0.5 0.7 1.0 0.417
H 1.82756 -1.15878 1.33542 -0.2 0.6 1.0 0.317

9
Properties=species:S:1:pos:R:3:forces:R:3:mulliken_charge:R:1 method="wB97M-V/def2-TZVPD" relative_energy_kj_mol=503.0 e_homo_ev=-10.53 largest_force_ev_per_a=4.2 charge=0
C 1.19705 0.51900 -0.06645 1.1 0.7 0.0 -0.136
C 1.81794 -0.60432 -0.21832 0.4 0.0 0.1 -0.419
C -0.24486 0.50247 0.17998 -0.7 -1.2 -0.3 -0.008
C -0.94060 -0.79469 0.04332 4.0 0.2 -1.3 -0.362
O -1.03740 0.29292 -0.93172 -0.4 -1.8 -0.7 -0.351
H 1.69988 1.49482 -0.14322 0.0 -0.5 -0.1 0.334
H -0.00309 -1.53263 -0.10544 -2.8 0.7 -0.3 0.177
H -0.65126 1.23810 0.75169 -0.7 2.1 2.0 0.442
H -1.83766 -1.11567 0.49016 -0.8 -0.2 0.6 0.323

9
Properties=species:S:1:pos:R:3:forces:R:3:mulliken_charge:R:1 method="wB97M-V/def2-TZVPD" relative_energy_kj_mol=5.2 e_homo_ev=-8.86 largest_force_ev_per_a=0.4 charge=0
O -0.00581 -1.38082 -0.03727 0.0 0.0 0.0 -0.268
C 1.08334 -0.57197 -0.03343 0.1 0.2 0.0 -0.336
C 0.70746 0.73172 0.00769 0.1 -0.2 0.0 -0.289
C -0.72360 0.72705 -0.02392 -0.1 0.0 0.2 -0.259
C -1.09760 -0.57579 -0.01084 -0.1 0.2 0.1 -0.359
H 2.03371 -1.08188 -0.09346 -0.1 0.1 0.1 0.388
H 1.33152 1.60072 0.15737 0.1 -0.2 -0.4 0.370
H -1.35484 1.60316 -0.06850 0.0 -0.2 0.2 0.374
H -2.04637 -1.07647 0.12315 0.1 0.1 -0.3 0.379

10
Properties=species:S:1:pos:R:3:forces:R:3:mulliken_charge:R:1 method="wB97M-V/def2-TZVPD" relative_energy_kj_mol=340.2 e_homo_ev=-8.77 largest_force_ev_per_a=3.3 charge=0
O -0.54395 1.74400 -0.23979 -0.5 0.3 0.2 -0.532
C -0.26387 0.42161 -0.18508 -0.3 -0.1 -0.4 0.124
C -1.36737 -0.52320 -0.23328 -0.3 0.1 -0.5 0.163
O -2.50001 -0.11366 -0.40409 0.1 -0.2 0.2 -0.547
C 0.96593 0.02379 -0.01054 -0.2 0.9 -1.1 0.187
C 2.09108 -0.38717 0.44943 -1.4 -0.5 0.0 -0.640
H -1.50896 1.76379 -0.30745 -0.3 0.3 0.0 0.354
H 1.30065 -0.85835 1.19803 3.3 -0.3 0.5 0.288
H -1.13615 -1.58996 -0.03594 0.0 0.2 -0.2 0.312
H 2.96265 -0.48084 -0.23130 -0.4 -0.8 1.2 0.292

10
Properties=species:S:1:pos:R:3:forces:R:3:mulliken_charge:R:1 method="wB97M-V/def2-TZVPD" relative_energy_kj_mol=197.3 e_homo_ev=-9.67 largest_force_ev_per_a=0.6 charge=0
O -0.09854 2.06270 0.83052 -0.2 -0.2 -0.5 -0.551
C -0.11152 1.07302 0.14497 0.0 0.4 0.2 0.515
C -1.08008 -0.11789 0.12160 -0.1 0.0 0.0 -0.677
C 0.24359 -0.92082 0.05447 -0.1 -0.3 0.1 -0.116
O 0.66098 -0.73157 -1.28011 0.0 0.1 -0.1 -0.387
C 1.05323 0.26990 -0.35431 0.3 0.3 0.2 -0.179
H -1.60834 -0.28231 -0.81873 0.0 0.1 0.1 0.256
H -1.77342 -0.11259 0.96342 0.4 -0.3 0.1 0.304
H 0.61108 -1.76697 0.62747 -0.2 0.1 -0.2 0.407
H 2.10303 0.52654 -0.28931 0.0 -0.2 0.2 0.428

10
Properties=species:S:1:pos:R:3:forces:R:3:mulliken_charge:R:1 method="wB97M-V/def2-TZVPD" relative_energy_kj_mol=454.7 e_homo_ev="-8.00 / -8.67" largest_force_ev_per_a=0.5 charge=0
O -0.44044 1.67428 -0.14605 0.0 0.0 0.0 -0.477
C -0.19101 0.37309 -0.15166 -0.5 -0.1 -0.2 0.197
C -1.38188 -0.49456 -0.13424 0.1 0.1 -0.1 0.159
O -2.48867 0.01110 -0.18189 0.2 -0.1 0.0 -0.553
C 1.10302 -0.16756 -0.04539 0.1 -0.1 0.0 -0.159
C 2.32436 -0.35972 -0.37676 -0.3 0.0 0.4 -0.348
H -1.41547 1.74867 -0.05710 0.1 0.0 0.0 0.383
H 0.54555 -0.51817 0.96889 0.4 -0.2 0.0 0.218
H -1.20826 -1.58332 -0.11994 0.0 0.1 0.0 0.353
H 3.15279 -0.68380 0.24414 -0.1 0.0 -0.2 0.228

10
Properties=species:S:1:pos:R:3:forces:R:3:mulliken_charge:R:1 method="wB97M-V/def2-TZVPD" relative_energy_kj_mol=492.4 e_homo_ev=-8.80 largest_force_ev_per_a=3.4 charge=0
C 0.25510 1.03890 0.27826 0.0 -1.3 -0.3 -0.566
C 1.52395 0.79733 -0.04396 -1.7 -1.0 -1.0 0.290
C -0.50676 -0.30746 0.29452 -0.7 1.3 2.7 -0.326
C 1.64864 -0.65491 -0.32905 -2.0 -1.6 -1.8 0.045
O 2.62043 0.10019 0.25984 2.9 0.2 1.6 -0.334
O 0.50629 -1.26637 0.37660 2.9 -0.3 -0.9 -0.363
H -0.19782 1.94544 0.43622 -0.9 2.0 0.9 0.454
H -1.20750 -0.43063 1.25199 1.5 0.5 -1.9 0.252
H -1.10162 -0.41577 -0.55705 -1.2 -0.5 -1.5 0.252
H 1.97930 -1.11324 -1.35366 -1.0 0.7 2.1 0.298